[1]
This record from OMol25 describes a structure of composition C33H29NO7TeTi. The level of theory is wB97M-V/def2-TZVPD.

CARTESIAN COORDINATES (ANGSTROEM)
Ti (1.1404, 1.9451, -0.6102)
O (1.7193, 2.5133, -3.5813)
C (1.7686, 2.9471, -2.2654)
O (2.7246, 2.4790, -1.4599)
C (1.4384, 4.3924, -2.0852)
O (0.8245, 4.4638, -0.7785)
C (-0.5818, 4.6885, -0.8385)
C (-1.3811, 3.4414, -1.2330)
O (-2.5046, 3.5717, -1.6666)
O (-0.7741, 2.3249, -0.9795)
H (2.0751, 1.6181, -3.6030)
H (2.3313, 5.0227, -2.0574)
H (0.7601, 4.7534, -2.8576)
H (-0.8943, 4.9709, 0.1697)
H (-0.8149, 5.5121, -1.5128)
C (-2.8366, -3.8494, -0.1582)
C (-1.8057, -2.7810, -0.4061)
C (-1.0626, -2.7383, -1.5776)
C (-0.0975, -1.7663, -1.7930)
C (0.7092, -1.8096, -3.0583)
O (1.9070, -1.6348, -3.0549)
C (-0.0294, -2.0653, -4.3340)
C (0.6257, -2.7399, -5.3605)
C (-0.0193, -2.9609, -6.5655)
C (-1.3107, -2.4845, -6.7582)
C (-1.9586, -1.7929, -5.7451)
C (-1.3236, -1.5923, -4.5278)
C (0.1387, -0.7627, -0.8428)
O (1.0365, 0.1666, -1.1320)
C (-0.6332, -0.7614, 0.3460)
C (-1.5721, -1.7868, 0.5272)
C (-0.5128, 0.2408, 1.4249)
N (0.1901, 1.3096, 1.3326)
C (0.3290, 2.1723, 2.5116)
C (1.4124, 3.2054, 2.2821)
Te (3.2656, 2.2709, 1.6805)
C (3.0286, 0.3977, 2.6180)
C (2.7829, -0.7203, 1.8244)
C (2.7354, -1.9823, 2.4026)
C (2.9292, -2.1314, 3.7689)
C (3.1649, -1.0169, 4.5629)
C (3.2225, 0.2459, 3.9885)
C (-1.2541, -0.0337, 2.6945)
C (-2.4845, 0.5754, 2.9147)
C (-3.1666, 0.3434, 4.1001)
C (-2.6172, -0.4865, 5.0689)
C (-1.3867, -1.0899, 4.8487)
C (-0.7063, -0.8702, 3.6591)
H (-2.9539, -4.4886, -1.0325)
H (-3.8096, -3.4128, 0.0712)
H (-2.5548, -4.4841, 0.6840)
H (-1.2286, -3.4838, -2.3477)
H (1.6398, -3.0803, -5.1971)
H (0.4850, -3.4976, -7.3584)
H (-1.8109, -2.6490, -7.7041)
H (-2.9573, -1.4072, -5.9018)
H (-1.8246, -1.0512, -3.7348)
H (-2.1618, -1.7908, 1.4347)
H (0.5683, 1.5620, 3.3860)
H (-0.6145, 2.6832, 2.7283)
H (1.5716, 3.8229, 3.1623)
H (1.1711, 3.8744, 1.4527)
H (2.6369, -0.6136, 0.7559)
H (2.5501, -2.8467, 1.7775)
H (2.8983, -3.1169, 4.2154)
H (3.3190, -1.1300, 5.6282)
H (3.4329, 1.1095, 4.6068)
H (-2.9085, 1.2188, 2.1520)
H (-4.1285, 0.8104, 4.2660)
H (-3.1498, -0.6640, 5.9940)
H (-0.9556, -1.7373, 5.6014)
H (0.2535, -1.3430, 3.4775)

Results
Kohn-Sham gap: 7.04 eV
F_max: 0.57 eV/Å
Net charge: 0
E_HOMO: -7.230 eV

Atomic partial charges in e from the Mulliken method, atoms 1 to 4:
1. Ti 0.11
2. O -0.60
3. C 0.83
4. O -0.38



[2]
This record from OMol25 describes a cluster of 2 separate species, C36H29N4 in total. The level of theory is wB97M-V/def2-TZVPD.

CARTESIAN COORDINATES (ANGSTROEM)
C (4.5389, 3.3750, 3.0728)
N (3.1599, 2.9236, 3.0461)
C (2.0693, 3.7362, 2.9881)
C (0.8867, 2.9581, 3.0617)
C (-0.4171, 3.4421, 3.1499)
C (-1.6388, 2.7045, 3.0508)
C (-1.8423, 1.6515, 2.1151)
C (-3.0237, 0.9176, 2.1253)
C (-4.0161, 1.1803, 3.0798)
C (-3.8686, 2.2711, 3.9427)
C (-2.7248, 3.0554, 3.9051)
C (1.3411, 1.5673, 3.1517)
C (0.6871, 0.3698, 3.4041)
C (1.4432, -0.8075, 3.4698)
C (2.8421, -0.7796, 3.4035)
C (3.5192, 0.4343, 3.2493)
C (2.7554, 1.5861, 3.1156)
H (5.2067, 2.5210, 3.1660)
H (4.7812, 3.9155, 2.1556)
H (4.7081, 4.0490, 3.9165)
H (2.1429, 4.8170, 2.9235)
H (-0.5010, 4.5078, 3.3828)
H (-1.0721, 1.4499, 1.3607)
H (-3.1778, 0.1247, 1.3952)
H (-4.9123, 0.5593, 3.1295)
H (-4.6539, 2.5104, 4.6522)
H (-2.6158, 3.9272, 4.5495)
H (-0.3848, 0.3601, 3.5604)
H (0.9334, -1.7582, 3.5804)
H (3.4022, -1.7064, 3.4783)
H (4.6010, 0.4805, 3.2254)
C (-5.6087, -5.6956, 5.0771)
C (-5.5349, -4.3930, 4.5476)
C (-4.5673, -4.0866, 3.5882)
C (-3.7868, -5.1410, 3.0899)
N (-2.8916, -4.9236, 2.0577)
C (-2.2955, -3.7823, 1.6937)
N (-1.5011, -4.1759, 0.6513)
C (-0.4862, -3.3524, 0.1107)
C (-0.6342, -1.9765, 0.2614)
C (0.3273, -1.1168, -0.2828)
C (1.4292, -1.6509, -0.9684)
C (1.6229, -3.0343, -1.0070)
C (0.6670, -3.8910, -0.4515)
C (-1.7847, -5.5370, 0.3489)
C (-1.4028, -6.2706, -0.8541)
C (-1.2884, -7.6847, -0.8500)
C (-0.8583, -8.3333, -2.0076)
C (-0.5521, -7.5975, -3.1610)
C (-0.7872, -6.2197, -3.2019)
C (-1.2330, -5.5621, -2.0606)
N (-2.5943, -6.0095, 1.2590)
C (-3.9051, -6.4568, 3.5403)
C (-4.7706, -6.7189, 4.6032)
H (-6.3459, -5.9247, 5.8534)
H (-6.2325, -3.6243, 4.8748)
H (-4.4157, -3.0899, 3.1643)
H (-1.5084, -1.6004, 0.8097)
H (0.2224, -0.0322, -0.1832)
H (2.1435, -0.9892, -1.4653)
H (2.5129, -3.4540, -1.4686)
H (0.7973, -4.9746, -0.4690)
H (-1.5243, -8.2397, 0.0631)
H (-0.7532, -9.4172, -2.0073)
H (-0.1578, -8.1116, -4.0395)
H (-0.6096, -5.6528, -4.1109)
H (-1.4356, -4.4873, -2.0838)
H (-3.3093, -7.2281, 3.0540)
H (-4.7945, -7.7190, 5.0307)

Results
Kohn-Sham gap: 4.97 eV
F_max: 2.28 eV/Å
Net charge: +1
E_HOMO: -9.977 eV

Atomic partial charges in e from the natural (NBO) method, atoms 1 to 4:
1. C -0.42
2. N -0.28
3. C 0.17
4. C -0.18



[3]
This record from OMol25 describes a structure of composition C40H41As3BiBrCl2F6N13. The level of theory is wB97M-V/def2-TZVPD.

CARTESIAN COORDINATES (ANGSTROEM)
Bi (0.7773, -1.1471, -0.0153)
Cl (3.6072, -2.2848, 1.2922)
C (4.2304, -3.4822, 0.1074)
Cl (2.9432, -4.3691, -0.6895)
H (4.8319, -4.1864, 0.6582)
H (4.7815, -2.9344, -0.6383)
N (0.3162, -0.5582, -3.6143)
C (1.5883, -0.9660, -3.2616)
N (2.6156, -1.0330, -4.0751)
N (3.6684, -1.3246, -3.2669)
N (3.2874, -1.4090, -2.0330)
N (1.9496, -1.1930, -2.0057)
C (-0.4776, 0.1402, -2.7464)
N (-1.4422, 0.9573, -3.1202)
N (-1.9062, 1.5081, -1.9640)
N (-1.2580, 1.0625, -0.9532)
N (-0.3352, 0.1656, -1.4137)
H (0.0711, -0.5526, -4.5875)
C (2.1809, 2.2647, 1.4697)
C (0.6711, 2.5069, 1.4478)
As (-0.3474, 0.8815, 1.8465)
C (-2.0104, 1.5435, 2.5501)
C (-2.0343, 2.5490, 3.5108)
C (-3.2426, 2.9388, 4.0686)
C (-4.4288, 2.3311, 3.6650)
C (-4.4013, 1.3441, 2.6908)
C (-3.1915, 0.9482, 2.1343)
C (0.6122, 0.3564, 3.4868)
C (1.0717, 1.2738, 4.4363)
C (1.8163, 0.8568, 5.5297)
C (2.1256, -0.4906, 5.6969)
C (1.6831, -1.4141, 4.7639)
C (0.9363, -0.9892, 3.6663)
As (2.7211, 1.2369, -0.1018)
C (2.6756, 2.6628, -1.3957)
C (3.4187, 3.8122, -1.1501)
C (3.3834, 4.8574, -2.0589)
C (2.6047, 4.7586, -3.2098)
C (1.8735, 3.6076, -3.4572)
C (1.9152, 2.5537, -2.5514)
C (4.6173, 1.0573, 0.1924)
C (5.1322, 0.8652, 1.4699)
C (6.4962, 0.6646, 1.6444)
C (7.3404, 0.6419, 0.5409)
C (6.8222, 0.8186, -0.7374)
C (5.4602, 1.0173, -0.9150)
H (2.4750, 1.7142, 2.3565)
H (2.7250, 3.2058, 1.4743)
H (0.3354, 2.8381, 0.4679)
H (0.3817, 3.2753, 2.1579)
H (-1.1305, 3.0456, 3.8280)
H (-3.2537, 3.7141, 4.8257)
H (-5.3699, 2.6320, 4.1112)
H (-5.3189, 0.8713, 2.3566)
H (-3.1801, 0.1720, 1.3797)
H (0.8711, 2.3298, 4.3246)
H (2.1593, 1.5869, 6.2539)
H (2.7151, -0.8125, 6.5476)
H (1.9117, -2.4680, 4.8809)
H (0.5955, -1.7367, 2.9627)
H (4.0342, 3.8898, -0.2642)
H (3.9731, 5.7479, -1.8739)
H (2.5724, 5.5826, -3.9135)
H (1.2718, 3.5180, -4.3534)
H (1.3607, 1.6536, -2.7605)
H (4.4773, 0.8646, 2.3344)
H (6.8967, 0.5191, 2.6401)
H (8.4028, 0.4769, 0.6762)
H (7.4788, 0.7946, -1.6008)
H (5.0559, 1.1234, -1.9129)
C (-4.8948, 1.5354, -3.4199)
C (-6.0241, 0.8232, -2.6782)
C (-6.2682, 1.4640, -1.3134)
C (-5.7510, -0.6798, -2.5810)
N (-4.6104, -1.0339, -1.7248)
C (-3.3346, -1.2345, -2.0497)
N (-2.6450, -1.4521, -0.9550)
N (-3.5555, -1.3965, 0.0554)
N (-4.7405, -1.1437, -0.3917)
H (-5.1335, 2.5940, -3.5511)
H (-4.7313, 1.1021, -4.4132)
H (-3.9543, 1.4770, -2.8635)
H (-6.9422, 0.8988, -3.2665)
H (-5.3604, 1.4414, -0.7039)
H (-7.0589, 0.9483, -0.7579)
H (-6.5597, 2.5099, -1.4391)
H (-5.5275, -1.0734, -3.5700)
H (-6.6154, -1.2020, -2.1784)
H (-2.9484, -1.2165, -3.0599)
Br (-2.4334, -6.2344, 3.4879)
C (-1.7443, -4.8676, 2.3776)
C (-2.0956, -3.5535, 2.6357)
C (-1.5683, -2.5407, 1.8440)
C (-0.7121, -2.8943, 0.8219)
C (-0.3610, -4.1960, 0.5371)
C (-0.9008, -5.2036, 1.3306)
H (-2.7746, -3.3078, 3.4417)
H (-1.8774, -1.5281, 2.0329)
H (0.2861, -4.4579, -0.2861)
H (-0.6560, -6.2374, 1.1218)
F (-0.1263, -2.8269, -2.0236)
As (-0.7431, -3.9906, -3.2093)
F (-2.0414, -4.3205, -2.1478)
F (-1.6511, -2.7013, -3.9290)
F (-1.3356, -5.1077, -4.3505)
F (0.5887, -3.5808, -4.2007)
F (0.2112, -5.1991, -2.4282)

Results
Kohn-Sham gap (spin up / spin down): 7.88 / 5.37 eV
F_max: 1.42 eV/Å
Relative energy (zero: lowest compared OMol25 entry of this formula, charge and spin): 44.8 kcal/mol
Net charge: 0
2S+1: 2
E_HOMO (spin up / spin down): -8.681 / -8.671 eV

Atomic partial charges in e from the Mulliken method, atoms 1 to 4:
1. Bi 0.48
2. Cl 0.06
3. C -0.44
4. Cl -0.03



[4]
This record from OMol25 describes an isolated molecule of C8H13N3O2. The level of theory is wB97M-V/def2-TZVPD.

CARTESIAN COORDINATES (ANGSTROEM)
C (-1.6838, -0.5918, 0.6617)
C (-3.6993, 1.1839, -0.5251)
C (-3.5809, -1.2049, -0.9511)
C (-3.0299, 2.1632, -0.4227)
C (4.0694, 0.1613, 1.4241)
C (0.3394, -0.3649, -1.4729)
C (2.6750, -0.4487, 0.9842)
C (1.7729, 0.5460, 0.2875)
N (-0.5056, -0.1138, 0.7308)
N (-4.2374, -0.0299, -0.6755)
N (0.4887, 0.0006, -0.1381)
O (-2.3123, -1.3156, -0.3665)
O (-4.0338, -2.1030, -1.5888)
H (-2.1128, -0.4494, 1.6268)
H (-2.2688, 2.9314, -0.1980)
H (3.9879, 0.9813, 2.0201)
H (4.5909, -0.7550, 1.9524)
H (4.7473, 0.3263, 0.5904)
H (0.1014, 0.4387, -2.2536)
H (1.2818, -0.7372, -2.0763)
H (-0.4437, -1.0052, -1.5506)
H (2.2213, -0.7240, 1.8905)
H (2.8772, -1.3050, 0.2573)
H (1.6175, 1.3502, 1.0582)
H (2.3658, 1.1315, -0.4500)
H (-5.2281, -0.0659, -0.8148)

Results
Kohn-Sham gap: 8.78 eV
F_max: 5.59 eV/Å
SMILES: C#CNC(=O)O/C=N\N(C)CCC
Relative energy (zero: lowest compared OMol25 entry of this formula, charge and spin): 109.7 kcal/mol
Net charge: 0
E_HOMO: -8.015 eV

Atomic partial charges in e from the natural (NBO) method, atoms 1 to 4:
1. C 0.25
2. C 0.14
3. C 0.92
4. C -0.27



| no. | M (g mol⁻¹) |
| --- | --- |
| 1 | 727.06 |
| 2 | 517.66 |
| 3 | 1402.40 |
| 4 | 183.21 |